No. 1
# C3H3N3O

A 2-piece molecular cluster, C3H3N3O overall in a non-equilibrium geometry (ωB97M-V/def2-TZVPD, the OMol25 dataset).

CARTESIAN COORDINATES (ANGSTROEM)
N1 0.3172 1.8113 -0.9764
C1 0.7609 0.6978 -0.8462
C2 1.2831 -0.4928 -0.5418
C3 0.4476 -1.2969 0.3471
O1 -0.5558 -0.8362 0.8450
H1 -0.4602 2.0925 -1.5643
H2 2.2197 -0.8175 -0.9729
H3 0.6818 -2.3578 0.5422
N2 -2.3937 0.8823 1.1135
N3 -2.3006 0.3173 2.0539

Cartesian forces (eV/Å) of the 2 atoms listed first:
0.21 -0.72 0.39
-0.10 0.65 -0.12

Energy relative to the best compared isomer or geometry (same formula, charge and spin) ... 110.4 kJ/mol
Gap between HOMO and LUMO ... 10.07 eV
SMILES ... N=C=CC=O.N#N

No. 2
# C4H10O2

C4H10O2 as an isolated structure (ωB97M-V/def2-TZVPD, the OMol25 dataset).

CARTESIAN COORDINATES (ANGSTROEM)
C1 0.1003 1.0852 1.4044
C2 -0.1198 0.1220 0.2530
C3 -0.4239 0.6178 -1.0350
O1 1.2751 0.0380 -1.7389
C4 -0.6510 -1.2641 0.5950
O2 -0.6770 -2.1164 -0.5325
H1 0.5791 2.0080 1.0577
H2 -0.8357 1.3703 1.9042
H3 0.7537 0.6497 2.1696
H4 1.0417 -0.0552 -0.4971
H5 -0.3566 1.6834 -1.2384
H6 -1.0037 0.0369 -1.7460
H7 1.8843 0.7589 -1.9719
H8 -0.0461 -1.6910 1.4126
H9 -1.6872 -1.2277 0.9591
H10 0.1669 -2.0157 -0.9957

Cartesian forces (eV/Å) of the 2 atoms listed first:
0.06 0.03 0.05
-0.39 0.07 -0.01

Energy relative to the best compared isomer or geometry (same formula, charge and spin) ... 368.6 kJ/mol
Gap between HOMO and LUMO ... 9.16 eV

No. 3
# C42H45LaN8O7PS4Sb

C42H45LaN8O7PS4Sb as an isolated structure in a non-equilibrium geometry (ωB97M-V/def2-TZVPD, the OMol25 dataset).

CARTESIAN COORDINATES (ANGSTROEM)
La1 15.5660 11.4719 13.4756
C1 15.7733 6.3354 13.7533
O1 17.1362 6.9419 13.9589
C2 16.9076 8.2513 13.7850
N1 15.7776 8.6383 13.3010
C3 14.9631 7.5003 13.0984
C4 14.4415 7.3056 11.7127
C5 14.6088 8.3437 10.7691
C6 14.1541 8.1654 9.4487
C7 13.4042 7.0781 9.0837
C8 13.1565 6.1165 10.0403
C9 13.7018 6.2226 11.3210
C10 18.0889 9.1175 14.0525
C11 19.3883 8.7637 13.7526
C12 20.3857 9.7323 13.8582
C13 20.0910 10.9525 14.5172
C14 18.8105 11.0543 15.0932
N2 17.7653 10.3272 14.5771
C15 18.6076 11.7731 16.3721
N3 17.5352 11.9668 17.0478
C16 17.9437 12.3903 18.3972
C17 19.3950 12.8807 18.2088
O2 19.7846 12.3003 16.9196
C18 16.8306 13.2413 19.0501
C19 17.0968 14.6034 19.3420
C20 16.0079 15.3899 19.6366
C21 14.7349 14.8748 19.7798
C22 14.5608 13.4964 19.7745
C23 15.6284 12.6818 19.3802
H1 15.4627 5.9870 14.7546
H2 15.9941 5.4108 13.1361
H3 14.0368 7.5696 13.6815
H4 15.0994 9.3010 11.1042
H5 14.3701 8.9743 8.7434
H6 12.8266 7.0248 8.1860
H7 12.5638 5.2533 9.7508
H8 13.5497 5.4878 12.0919
H9 19.5689 7.7477 13.4329
H10 21.3401 9.5323 13.3524
H11 20.8884 11.5931 14.9159
H12 17.9097 11.4868 19.0755
H13 20.1285 12.5149 18.9394
H14 19.4333 13.9892 18.1042
H15 18.1134 15.0154 19.3661
H16 16.1350 16.4557 19.7728
H17 13.8841 15.4920 20.0543
H18 13.6471 13.0578 20.2080
H19 15.5708 11.6342 19.3145
N4 11.7060 8.7033 15.1941
C24 12.6761 9.5679 14.7200
S1 13.9601 10.0444 15.7758
N5 12.3984 9.9868 13.4672
N6 12.9311 11.1789 13.1192
C25 12.3166 12.3398 13.0850
C26 11.0119 12.4337 13.7364
C27 9.9993 11.4894 13.4850
C28 8.7105 11.6851 13.9527
C29 8.4002 12.8306 14.6984
C30 9.4301 13.7402 15.0431
C31 10.7201 13.4865 14.5654
C32 12.9751 13.4626 12.5019
C33 12.2351 14.6987 12.2328
C34 12.9536 15.8297 12.2237
C35 14.4262 15.8676 12.0191
C36 14.9087 14.4733 11.7020
N7 14.2449 13.4195 12.0722
H20 11.6140 8.4786 16.1933
H21 10.9781 8.5364 14.5341
H22 10.2580 10.6244 12.8865
H23 7.9213 10.9251 13.7682
H24 7.3610 13.0215 14.9351
H25 9.2732 14.6484 15.6230
H26 11.4912 14.2324 14.7831
H27 11.1838 14.6855 12.0479
H28 12.5530 16.8538 12.4799
H29 14.6447 16.4455 11.1021
H30 15.8707 14.3519 11.1817
S2 15.2359 16.8758 13.2966
Sb1 15.9307 15.1605 15.1360
S3 17.4839 13.9630 13.7523
S4 14.1647 13.3991 15.1234
O3 16.2221 10.4555 9.1356
N8 16.5852 11.2258 9.9960
O4 16.1637 11.0724 11.2415
C37 11.1148 13.5089 6.7312
C38 12.4818 12.8870 6.5274
O5 12.2184 11.4912 6.1192
P1 12.7792 10.1469 6.9625
O6 13.3695 9.2784 5.7261
C39 14.3530 9.6758 4.7739
C40 15.7393 9.8876 5.4195
O7 11.4372 9.1881 7.0546
C41 10.3868 9.2322 8.1245
C42 9.8055 7.8506 8.2688
H31 11.1506 14.5350 7.0853
H32 10.4676 12.8682 7.3373
H33 10.5815 13.5053 5.7401
H34 13.0741 12.8793 7.4530
H35 13.1252 13.4216 5.8023
H36 13.9304 10.5664 4.2804
H37 14.4735 8.9233 3.9988
H38 15.7935 10.8408 5.9990
H39 16.4829 9.9438 4.6618
H40 15.9697 9.0755 6.0895
H41 9.6728 10.0055 7.8145
H42 10.8733 9.5977 9.0290
H43 9.3460 7.6258 7.3110
H44 9.0086 7.6987 9.0526
H45 10.5528 7.1360 8.5742

Cartesian forces (eV/Å) of the 2 atoms listed first:
-0.64 0.84 0.48
1.70 -1.21 -0.56

⟨S²⟩ ... 0.80
Total charge ... -1
Gap between HOMO and LUMO (alpha / beta) ... 5.21 / 5.62 eV
Multiplicity ... 2

No. 4
# C3H6N2O

One molecule with the formula C3H6N2O in a non-equilibrium geometry (ωB97M-V/def2-TZVPD, the OMol25 dataset).

CARTESIAN COORDINATES (ANGSTROEM)
O1 -2.0220 -1.5323 -0.1888
N1 -0.7370 -1.4049 -0.7174
C1 -0.0937 -0.4784 -0.1518
C2 1.2595 0.1228 -0.4722
N2 1.1383 0.8934 0.7828
C3 -0.3158 0.6906 0.7733
H1 -2.3586 -2.3123 -0.6495
H2 1.2824 0.7706 -1.3677
H3 2.0514 -0.6205 -0.5121
H4 1.4683 1.8542 0.7813
H5 -0.8737 1.2194 -0.0298
H6 -0.7991 0.7974 1.7519

Cartesian forces (eV/Å) of the 2 atoms listed first:
-0.21 -0.23 0.09
0.52 0.28 0.19

Energy relative to the best compared isomer or geometry (same formula, charge and spin) ... 390.1 kJ/mol
Gap between HOMO and LUMO ... 10.06 eV
SMILES ... ON=C1CNC1

No. 5
# C17H35BBr2ClO2

A 3-piece molecular cluster, C17H35BBr2ClO2 overall in a non-equilibrium geometry (ωB97M-V/def2-TZVPD, the OMol25 dataset).

CARTESIAN COORDINATES (ANGSTROEM)
C1 4.8788 -1.9071 0.2185
C2 3.4550 -2.1790 -0.4450
Br1 3.1222 -1.2459 -2.1402
C3 2.4896 -3.0202 0.0825
Br2 3.0090 -3.9472 1.7785
B1 1.0050 -3.3850 -0.5138
O1 0.1739 -3.4952 0.7439
C4 -0.1561 -2.1294 1.0149
C5 -0.2412 -1.3345 -0.4170
Cl1 -1.8967 -0.9126 -1.0539
O2 0.2306 -2.4007 -1.2595
H1 5.6254 -2.6290 -0.2126
H2 5.1389 -0.8439 -0.0911
H3 4.8327 -1.8989 1.3370
H4 0.9088 -4.5047 -0.9440
H5 -1.1805 -2.0910 1.4811
H6 0.6629 -1.5242 1.5280
H7 0.5656 -0.5595 -0.6109
C6 -5.2995 -2.5891 -0.3070
C7 -5.4430 -1.2138 0.3314
C8 -5.5314 -1.2642 1.8571
C9 -6.7428 -2.0173 2.4151
C10 -8.1032 -1.4933 1.9535
C11 -8.3756 -0.0592 2.3886
H8 -6.1681 -3.2210 -0.1063
H9 -5.2052 -2.4918 -1.3909
H10 -4.4078 -3.0990 0.0645
H11 -6.3158 -0.7020 -0.0874
H12 -4.5724 -0.6108 0.0560
H13 -5.5307 -0.2392 2.2428
H14 -4.6230 -1.7329 2.2497
H15 -6.6997 -1.9788 3.5091
H16 -6.6661 -3.0766 2.1494
H17 -8.8824 -2.1385 2.3729
H18 -8.1947 -1.5712 0.8662
H19 -8.3347 0.0315 3.4772
H20 -9.3713 0.2524 2.0620
H21 -7.6545 0.6378 1.9572
C12 6.4417 4.9436 -2.6752
C13 6.4134 4.1281 -1.3884
C14 5.8906 2.7047 -1.5877
C15 4.4427 2.6044 -2.0759
C16 3.4063 3.2877 -1.1836
C17 3.3272 2.6867 0.2140
H22 5.4411 5.0773 -3.0907
H23 6.8548 5.9373 -2.4835
H24 7.0666 4.4587 -3.4295
H25 5.8200 4.6524 -0.6334
H26 7.4322 4.0695 -0.9914
H27 5.9955 2.1573 -0.6453
H28 6.5341 2.1876 -2.3080
H29 4.1836 1.5466 -2.1721
H30 4.3695 3.0246 -3.0849
H31 2.4251 3.1931 -1.6594
H32 3.6089 4.3614 -1.1122
H33 3.0795 1.6233 0.1663
H34 2.5504 3.1876 0.7973
H35 4.2692 2.7977 0.7560

Cartesian forces (eV/Å) of the 2 atoms listed first:
-1.08 1.25 -1.36
-0.09 -1.58 2.43

Total charge ... -1
Gap between HOMO and LUMO ... 8.02 eV

| no. | molecular weight (g mol⁻¹) |
| --- | --- |
| 1 | 97.08 |
| 2 | 90.12 |
| 3 | 1193.78 |
| 4 | 86.09 |
| 5 | 477.54 |